[1]
Molecular formula: C40H41KN4O3P
Method: DFT, the ωB97M-V functional and the def2-TZVPD basis

net charge	-1
lowest unoccupied orbital energy	2.14	eV

The geometry in XYZ format:
```
90
Properties=species:S:1:pos:R:3:forces:R:3
K -0.279 -0.660 0.182 0.2 0.2 0.0
C -3.003 0.702 -2.420 0.0 0.0 0.0
N -2.129 1.213 -1.385 0.0 -0.1 0.1
C -2.803 1.343 -0.101 0.0 0.0 0.0
C -3.443 0.037 0.373 -0.1 -0.3 0.1
C -3.343 -0.183 1.889 0.0 0.1 0.2
N -2.042 -0.696 2.268 0.2 0.0 -0.2
C -1.992 -1.945 2.534 -0.2 0.0 0.0
C -0.865 -2.810 2.807 0.0 -0.2 0.2
C -1.219 -4.127 3.174 0.1 0.0 0.0
C -0.300 -5.087 3.517 0.0 0.0 0.0
C 1.061 -4.734 3.499 0.0 0.1 0.0
C 1.455 -3.474 3.139 0.0 -0.1 0.0
C 0.529 -2.443 2.753 0.0 0.0 0.1
O 0.959 -1.308 2.390 -0.2 0.1 0.0
C -1.487 2.459 -1.763 0.0 0.0 -0.1
C -0.471 2.371 -2.904 0.0 -0.1 0.1
C 0.831 1.627 -2.587 -0.1 0.0 0.0
N 0.601 0.234 -2.296 -0.1 -0.2 0.2
C 1.038 -0.643 -3.111 0.1 0.1 -0.1
C 0.875 -2.083 -3.067 0.0 -0.2 0.0
C 1.759 -2.806 -3.896 0.0 0.1 0.0
C 1.764 -4.175 -3.987 0.0 -0.1 0.0
C 0.819 -4.885 -3.221 0.0 0.1 0.0
C -0.080 -4.228 -2.428 0.0 -0.1 0.0
C -0.131 -2.794 -2.300 0.0 0.0 -0.2
O -1.019 -2.249 -1.583 0.1 0.0 -0.2
H -3.878 1.360 -2.582 0.0 0.0 0.0
H -3.349 -0.297 -2.166 0.0 0.0 0.0
H -2.458 0.612 -3.357 0.0 0.0 0.0
H -3.567 2.145 -0.128 0.0 0.0 0.0
H -2.050 1.661 0.630 0.0 0.0 0.0
H -2.969 -0.806 -0.144 0.0 0.0 0.1
H -4.502 -0.018 0.106 0.0 0.2 -0.1
H -4.145 -0.863 2.214 0.0 0.0 -0.1
H -3.506 0.776 2.395 0.0 0.0 0.0
H -2.946 -2.502 2.572 0.0 0.1 0.0
H -2.274 -4.384 3.184 0.0 0.0 0.0
H -0.614 -6.087 3.787 0.0 0.0 0.0
H 1.812 -5.471 3.763 0.0 0.0 0.0
H 2.504 -3.204 3.098 0.0 0.0 0.0
H -0.979 2.845 -0.876 0.0 0.0 0.0
H -2.248 3.217 -2.039 0.0 0.0 0.0
H -0.210 3.399 -3.178 0.0 0.0 0.0
H -0.925 1.922 -3.790 0.0 0.0 0.0
H 1.293 2.100 -1.711 0.0 0.0 0.0
H 1.523 1.763 -3.436 0.0 0.0 0.0
H 1.663 -0.313 -3.962 -0.1 0.1 0.0
H 2.476 -2.238 -4.483 0.0 0.0 0.0
H 2.470 -4.690 -4.624 0.0 0.0 0.0
H 0.800 -5.969 -3.264 0.0 0.0 0.0
H -0.810 -4.779 -1.845 0.0 0.0 0.0
O 4.916 -0.528 1.642 0.0 -0.1 0.0
N 3.914 -1.067 0.855 -0.1 0.2 0.1
C 3.224 -0.255 0.155 0.3 -0.2 0.1
C 3.582 1.193 0.011 0.1 0.0 -0.1
C 4.705 1.441 -0.790 0.0 0.0 0.0
C 5.236 2.711 -0.915 0.0 0.0 0.0
C 4.675 3.762 -0.199 0.0 -0.1 0.0
C 3.566 3.528 0.594 0.0 -0.1 0.0
C 2.976 2.262 0.683 0.1 0.2 0.1
P 1.453 1.973 1.683 0.0 -0.4 -0.2
C 0.511 3.538 1.537 0.0 0.0 0.0
C 0.568 4.411 0.453 -0.1 0.0 0.0
C -0.332 5.466 0.341 0.0 0.0 0.0
C -1.307 5.661 1.305 0.0 0.0 0.0
C -1.386 4.787 2.382 0.0 0.0 0.0
C -0.493 3.735 2.493 0.1 0.0 0.0
C 2.156 2.063 3.368 0.0 0.1 0.0
C 2.447 0.841 3.968 -0.1 -0.1 0.0
C 3.050 0.815 5.222 0.0 0.0 0.0
C 3.345 1.998 5.881 0.0 0.1 -0.1
C 3.040 3.221 5.288 0.0 -0.1 0.0
C 2.451 3.254 4.034 0.0 0.0 0.0
H 4.876 0.442 1.595 0.0 0.0 0.0
H 2.476 -0.755 -0.454 -0.1 0.3 0.0
H 5.167 0.607 -1.303 0.0 0.0 0.0
H 6.099 2.874 -1.548 0.0 0.0 0.0
H 5.103 4.755 -0.253 0.0 0.0 0.0
H 3.140 4.346 1.161 0.0 0.0 0.0
H 1.301 4.261 -0.329 0.0 0.0 0.0
H -0.274 6.128 -0.514 0.0 0.0 0.0
H -2.010 6.479 1.212 0.0 0.0 0.0
H -2.155 4.917 3.134 0.0 0.0 0.0
H -0.575 3.040 3.322 0.0 0.0 0.0
H 2.157 -0.078 3.461 0.1 0.0 0.0
H 3.271 -0.137 5.687 0.0 0.0 0.0
H 3.804 1.972 6.862 0.0 0.0 0.0
H 3.263 4.147 5.805 0.0 0.0 0.0
H 2.213 4.209 3.579 0.0 0.0 0.0
```
Positions in Å, forces in eV/Å.

Löwdin atomic charge list, values in e, 4 entries: 0.699, -0.079, -0.236, -0.226

---

[2]
Molecular formula: C40H41P2Tl
Method: DFT, the ωB97M-V functional and the def2-TZVPD basis

net charge	+2
lowest unoccupied orbital energy (alpha / beta)	-8.04 / -8.04	eV

The geometry in XYZ format:
```
84
Properties=species:S:1:pos:R:3:forces:R:3
C -1.241 0.309 -3.871 0.0 0.5 0.0
C -1.567 1.341 -2.959 0.4 -0.1 -0.6
C -1.564 2.680 -3.405 -0.2 -0.5 0.0
C -1.359 2.953 -4.761 0.3 0.1 -0.2
C -1.087 1.932 -5.680 0.0 0.0 0.4
C -1.004 0.615 -5.214 0.0 -0.1 0.0
P -1.921 0.874 -1.235 -0.5 0.9 -0.4
C -2.590 2.425 -0.493 0.2 0.5 0.4
C -1.779 3.187 0.378 -0.4 -0.1 -0.1
C -2.275 4.309 1.044 0.2 0.5 0.0
C -3.554 4.801 0.759 0.0 -0.5 -0.2
C -4.343 4.088 -0.158 0.0 0.1 0.0
C -3.887 2.904 -0.761 0.1 0.2 0.3
Tl 0.063 0.654 0.849 -1.5 -1.8 -0.1
P 2.172 -0.932 1.118 0.7 0.7 0.6
C 3.573 0.076 0.543 0.0 0.3 -0.5
C 4.582 -0.478 -0.268 0.0 0.2 0.6
C 5.709 0.293 -0.575 0.0 0.2 -0.2
C 5.789 1.640 -0.191 -0.2 -0.4 0.0
C 4.713 2.226 0.488 -0.2 0.0 -0.1
C 3.592 1.463 0.824 0.3 -0.4 0.0
C 2.102 -0.899 2.952 -0.3 0.3 0.5
C 1.106 -1.664 3.604 0.2 0.0 0.0
C 0.948 -1.593 4.994 0.2 0.0 0.0
C 1.784 -0.765 5.762 0.0 0.0 -0.3
C 2.729 0.038 5.110 -0.1 0.1 0.2
C 2.875 -0.007 3.717 -0.1 -0.1 -0.1
C 2.442 -2.648 0.672 -0.8 -0.6 -0.3
C 1.489 -3.377 -0.077 0.7 0.2 0.0
C 1.785 -4.696 -0.429 -0.1 -0.2 0.0
C 2.978 -5.308 -0.021 -0.1 0.4 0.1
C 3.879 -4.585 0.769 0.0 0.0 0.1
C 3.609 -3.270 1.150 -0.1 0.0 -0.3
C -3.347 -0.288 -1.336 -0.3 -0.7 0.3
C -4.127 -0.466 -2.497 0.1 -0.1 0.1
C -5.191 -1.384 -2.516 0.0 0.0 0.1
C -5.528 -2.135 -1.382 0.4 0.4 0.0
C -4.755 -1.965 -0.225 -0.2 -0.1 -0.1
C -3.677 -1.076 -0.209 0.1 0.0 -0.1
H 0.443 -2.315 3.019 0.3 0.1 0.2
H 0.167 -2.179 5.495 0.4 0.2 -0.3
H 1.691 -0.739 6.861 0.0 0.0 -0.8
H 3.346 0.726 5.703 -0.2 -0.4 -0.4
H 3.579 0.653 3.205 -0.1 -0.3 0.4
H 4.479 -1.510 -0.618 0.3 0.4 0.2
H 6.529 -0.150 -1.147 -0.3 0.1 0.2
H 6.671 2.238 -0.460 -0.5 -0.3 0.2
H 4.750 3.288 0.738 -0.1 -0.3 -0.1
H 2.739 1.943 1.329 0.4 -0.2 0.0
H 0.554 -2.898 -0.401 0.5 -0.3 0.1
H 1.081 -5.273 -1.028 0.1 0.2 0.2
H 3.208 -6.344 -0.304 -0.2 0.6 0.1
H 4.810 -5.047 1.093 -0.2 0.1 0.0
H 4.309 -2.713 1.780 -0.2 -0.3 -0.2
H -3.887 0.089 -3.404 -0.1 -0.1 0.3
H -5.759 -1.534 -3.437 0.2 0.2 0.3
H -6.368 -2.848 -1.405 0.6 0.5 0.0
H -4.997 -2.556 0.664 0.2 0.3 -0.3
H -3.070 -1.023 0.696 -0.3 0.0 -0.4
H -0.718 2.930 0.564 -0.5 0.1 -0.1
H -1.650 4.825 1.786 -0.2 -0.2 -0.5
H -3.926 5.723 1.240 0.2 -0.7 -0.3
H -5.342 4.468 -0.395 0.4 -0.2 0.0
H -4.543 2.354 -1.441 0.2 0.2 0.2
H -1.733 3.500 -2.700 0.0 -0.3 -0.3
H -1.367 3.987 -5.112 -0.1 -0.3 0.2
H -0.906 2.164 -6.741 -0.1 -0.1 0.7
H -0.749 -0.182 -5.911 -0.1 0.2 0.2
H -1.151 -0.726 -3.518 -0.2 0.4 -0.2
H 1.172 0.091 -2.053 -0.1 -0.3 -0.1
H 0.781 -0.551 -2.019 0.3 0.2 0.0
C -1.287 2.303 3.651 -0.2 -0.4 0.2
C -1.372 0.769 3.633 -0.2 -0.1 -0.4
C -2.597 0.224 4.374 0.2 0.0 0.3
C -1.724 0.174 2.276 1.5 1.3 0.1
H -2.151 2.765 3.153 0.2 -0.2 0.3
H -0.375 2.672 3.162 0.0 -0.1 0.0
H -1.246 2.636 4.695 0.0 0.1 -0.2
H -0.403 0.349 4.016 -1.1 0.2 -0.2
H -3.498 0.534 3.823 0.1 0.0 0.5
H -2.540 -0.866 4.321 -0.2 0.0 0.4
H -2.631 0.564 5.408 -0.2 -0.1 0.1
H -1.793 -0.918 2.282 0.3 0.1 -0.2
H -2.574 0.650 1.765 0.4 -0.1 0.2
```
Positions in Å, forces in eV/Å.

Löwdin atomic charge list, values in e, 4 entries: -0.137, -0.389, -0.067, -0.060

---

Question: What is the net charge in the second record?
Answer: +2